1:
Computed, not measured: one molecule with the formula C26H36N2O4S, with ωB97M-V with the def2-TZVPD basis set.

Geometry as ORCA input:
```
! RIJCOSX wB97M-V def2-TZVPD def2/J DEFGRID3
* xyz 0 1
C -1.511 -5.795 2.369
H -1.358 -4.723 2.471
H -0.538 -6.279 2.351
H -2.057 -6.145 3.242
C -2.290 -6.121 1.095
C -2.410 -7.635 0.937
H -3.035 -8.048 1.725
H -2.838 -7.903 -0.025
H -1.426 -8.094 1.005
H -1.741 -5.720 0.234
C -3.678 -5.454 1.134
N -3.537 -4.028 1.352
C -4.025 -3.388 2.422
O -4.655 -3.909 3.317
C -3.739 -1.881 2.443
O -2.904 -1.514 1.367
C -2.562 -0.201 1.221
C -2.973 0.831 2.057
C -2.558 2.127 1.806
C -1.737 2.407 0.725
C -1.334 1.381 -0.121
C -1.739 0.090 0.131
H -1.439 -0.719 -0.516
H -0.704 1.597 -0.970
S -1.298 4.097 0.400
C 0.390 3.941 -0.134
C 0.837 4.743 -1.177
C 2.152 4.676 -1.581
C 3.043 3.807 -0.950
C 2.594 3.013 0.100
C 1.274 3.089 0.509
H 0.933 2.472 1.327
H 3.260 2.337 0.614
O 4.318 3.803 -1.445
C 5.262 2.936 -0.859
H 5.361 3.103 0.219
H 6.216 3.187 -1.334
C 4.980 1.446 -1.113
O 5.396 0.582 -0.371
N 4.265 1.226 -2.227
H 3.989 2.018 -2.787
C 3.886 -0.088 -2.702
C 4.345 -0.255 -4.149
H 3.862 0.472 -4.798
H 5.421 -0.116 -4.216
H 4.103 -1.253 -4.506
H 4.429 -0.798 -2.068
C 2.373 -0.341 -2.523
C 2.041 -0.539 -1.046
H 2.254 0.368 -0.486
H 2.632 -1.347 -0.623
H 0.988 -0.776 -0.920
C 1.513 0.781 -3.105
H 1.757 0.970 -4.147
H 0.463 0.502 -3.054
H 1.645 1.702 -2.539
H 2.143 -1.269 -3.059
H 2.517 5.290 -2.390
H 0.148 5.414 -1.666
H -2.877 2.929 2.453
H -3.610 0.642 2.906
H -3.273 -1.645 3.408
H -4.705 -1.361 2.390
H -3.024 -3.492 0.669
C -4.486 -5.682 -0.143
H -5.398 -5.091 -0.108
H -3.910 -5.383 -1.017
H -4.762 -6.726 -0.245
H -4.237 -5.831 1.997
*
```

## Properties
- HOMO energy (eV) = -7.86
- SMILES = CC(C)[C@H](C)NC(=O)COc1ccc(Sc2ccc(OCC(=O)N[C@H](C)C(C)C)cc2)cc1
- HOMO-LUMO gap (eV) = 8.401

Mulliken population analysis, charges in e, atoms 1 to 6: C -1.460; H 0.276; H 0.455; H 0.347; C 0.693; C -1.601

***

2:
Computed, not measured: one molecule with the formula C26H36N2O4S, with ωB97M-V with the def2-TZVPD basis set.

Geometry as ORCA input:
```
! RIJCOSX wB97M-V def2-TZVPD def2/J DEFGRID3
* xyz 0 1
C -1.876 -0.503 -1.639
H -1.277 -1.240 -1.110
H -1.901 0.408 -1.047
H -1.393 -0.277 -2.586
C -3.283 -1.050 -1.876
C -3.212 -2.276 -2.784
H -2.643 -2.040 -3.679
H -2.718 -3.098 -2.271
H -4.202 -2.602 -3.092
H -3.882 -0.277 -2.373
C -3.954 -1.389 -0.532
N -3.995 -0.214 0.316
C -3.469 -0.158 1.548
O -2.854 -1.058 2.083
C -3.737 1.180 2.256
O -3.763 2.288 1.384
C -2.574 2.689 0.833
C -2.604 3.861 0.077
C -1.456 4.339 -0.516
C -0.254 3.650 -0.375
C -0.228 2.476 0.359
C -1.376 2.000 0.969
H -1.314 1.086 1.536
H 0.687 1.917 0.468
S 1.178 4.311 -1.190
C 2.460 3.280 -0.500
C 2.761 3.359 0.854
C 3.664 2.479 1.406
C 4.293 1.519 0.609
C 4.047 1.496 -0.760
C 3.125 2.373 -1.307
H 2.906 2.335 -2.363
H 4.539 0.784 -1.404
O 5.092 0.637 1.276
C 5.724 -0.394 0.550
H 6.322 -0.937 1.288
H 6.404 0.005 -0.212
C 4.773 -1.394 -0.129
O 5.164 -2.107 -1.029
N 3.529 -1.411 0.371
H 3.274 -0.749 1.087
C 2.461 -2.187 -0.232
C 1.948 -1.480 -1.490
H 1.606 -0.472 -1.266
H 2.755 -1.416 -2.216
H 1.130 -2.042 -1.930
H 2.912 -3.137 -0.543
C 1.352 -2.482 0.793
C 1.885 -3.370 1.916
H 2.270 -4.305 1.517
H 1.090 -3.597 2.622
H 2.689 -2.871 2.453
C 0.713 -1.220 1.374
H 1.385 -0.715 2.067
H 0.436 -0.525 0.586
H -0.191 -1.483 1.919
H 0.576 -3.037 0.256
H 3.892 2.503 2.460
H 2.260 4.088 1.473
H -1.480 5.250 -1.094
H -3.539 4.388 -0.025
H -3.005 1.313 3.060
H -4.737 1.137 2.700
H -4.493 0.594 -0.030
C -5.374 -1.930 -0.693
H -5.364 -2.907 -1.165
H -5.840 -2.030 0.284
H -5.974 -1.253 -1.298
H -3.341 -2.119 0.007
*
```

## Properties
- HOMO energy (eV) = -7.91
- SMILES = CC(C)[C@H](C)NC(=O)COc1ccc(Sc2ccc(OCC(=O)N[C@H](C)C(C)C)cc2)cc1
- HOMO-LUMO gap (eV) = 8.569

Mulliken population analysis, charges in e, atoms 1 to 6: C -0.899; H 0.036; H -0.072; H 0.596; C 0.671; C -1.834

***

2 takes first place; second place is 1.7 kcal/mol up.

***

1:
Computed, not measured: an isolated ion of composition C2H4N5 and charge -1, with ωB97M-V with the def2-TZVPD basis set.

Geometry as ORCA input:
```
! RIJCOSX wB97M-V def2-TZVPD def2/J DEFGRID3
* xyz -1 1
C 0.766 0.383 -0.022
C -1.596 -0.341 -0.239
N 1.813 1.175 0.143
N 1.123 -0.909 -0.056
N 2.844 0.352 0.116
N 2.432 -0.912 0.024
N -0.637 0.797 -0.146
H -1.049 -1.305 -0.434
H -2.180 -0.495 0.895
H -2.561 -0.162 -0.903
H -0.955 1.418 0.622
*
```

## Properties
- HOMO energy (eV) = -3.80
- HOMO-LUMO gap (eV) = 7.866

Mulliken population analysis, charges in e, atoms 1 to 6: C 0.517; C -0.619; N -0.462; N -0.205; N -0.346; N -0.484

***

2:
Computed, not measured: a 2-piece molecular cluster, C2H4N5 overall, with ωB97M-V with the def2-TZVPD basis set.

Geometry as ORCA input:
```
! RIJCOSX wB97M-V def2-TZVPD def2/J DEFGRID3
* xyz -1 1
C 3.344 -0.528 -1.230
C -0.171 1.793 -0.147
N 3.120 0.544 -0.423
N 3.762 -1.562 -0.499
N 3.533 0.126 0.801
N 3.921 -1.092 0.732
N 0.327 0.659 0.054
H -1.223 2.048 0.192
H 0.321 2.691 -0.551
H 3.341 -0.483 -2.237
H 1.307 0.505 -0.038
*
```

## Properties
- HOMO energy (eV) = -5.11
- HOMO-LUMO gap (eV) = 9.163

Mulliken population analysis, charges in e, atoms 1 to 6: C 0.011; C -0.321; N -0.493; N -0.381; N -0.283; N -0.344

***

1 takes first place; second place is 5.4 kcal/mol up.

***

1:
Computed, not measured: C4H7NaO2 as an isolated structure, with ωB97M-V with the def2-TZVPD basis set.

Geometry as ORCA input:
```
! RIJCOSX wB97M-V def2-TZVPD def2/J DEFGRID3
* xyz 0 1
O 0.013 -0.214 -1.650
C -1.225 -0.414 -1.345
C -1.724 -0.177 0.052
Na 1.693 0.716 -0.686
H -1.739 -1.485 -0.587
H -1.983 -0.106 -2.100
C -0.929 0.489 1.015
C -0.363 -0.231 2.192
O 1.027 -0.568 1.947
H -1.109 1.560 1.152
H -0.902 -1.182 2.362
H -0.399 0.406 3.092
H 1.109 -1.525 1.947
H -2.785 0.117 0.025
*
```

## Properties
- HOMO energy (eV) = -5.56
- HOMO-LUMO gap (eV) = 5.068

Mulliken population analysis, charges in e, atoms 1 to 6: O -0.765; C -0.112; C -0.152; Na 0.809; H 0.188; H 0.341

***

2:
Computed, not measured: C4H7NaO2 as an isolated structure, with ωB97M-V with the def2-TZVPD basis set.

Geometry as ORCA input:
```
! RIJCOSX wB97M-V def2-TZVPD def2/J DEFGRID3
* xyz 0 1
H -0.109 1.184 0.875
O 0.712 -0.503 0.091
Na -3.103 -0.287 0.257
C -0.577 -0.456 -0.239
O -0.766 -1.258 -1.236
C -2.179 -1.730 -1.464
C 0.858 0.549 1.056
C 1.950 1.529 0.688
H -2.293 -1.638 -2.559
H -2.108 -2.818 -1.270
H 1.099 0.056 2.008
H 1.672 2.023 -0.253
H 1.929 2.331 1.440
H 2.917 1.018 0.608
*
```

## Properties
- HOMO energy (eV) = -7.04
- HOMO-LUMO gap (eV) = 6.576

Mulliken population analysis, charges in e, atoms 1 to 6: H 0.278; O -0.267; Na 0.771; C -0.138; O -0.252; C -0.706

***

2 takes first place; second place is 23.8 kcal/mol up.